1.
56
Properties=species:S:1:pos:R:3:forces:R:3 method="wB97M-V/def2-TZVPD" total_charge=+3 e_homo_ev=-18.064 energy_ha=-2338.61209
C -0.8216 -0.1179 -2.6233 -2.654 0.412 2.539
I 4.3265 -0.0572 -3.2767 -1.765 0.550 -0.101
H -0.3579 -0.3332 -3.5526 1.303 -0.182 -0.260
H -1.2670 0.8992 -2.6659 -0.103 -0.928 0.017
H -1.5459 -0.9547 -2.4866 0.027 1.061 0.027
Sn 0.2282 -0.0264 -0.4066 1.608 0.346 -2.621
P 1.1141 2.6458 -1.1209 0.216 1.223 0.004
C 0.9552 3.7565 0.3113 -0.171 -0.563 0.388
C 2.7272 3.2503 -1.7550 0.444 -1.068 0.109
H 2.6785 4.3414 -1.8801 -0.178 -0.353 0.079
H 0.3288 4.4573 -2.5190 -0.048 -0.316 0.098
H 2.9736 2.7599 -2.7040 -0.045 0.332 0.226
H 0.0434 2.8578 -3.2953 0.006 0.282 0.108
H 1.6314 3.3995 1.0979 -0.070 0.257 -0.089
H 3.5066 3.0005 -1.0250 -0.048 0.150 -0.189
C 0.0000 3.4217 -2.3556 -0.390 -0.819 0.095
H 1.2206 4.7780 0.0095 -0.095 -0.273 0.106
H -1.0322 3.4131 -1.9859 0.139 0.118 -0.144
H -0.0628 3.7290 0.7060 0.045 0.154 0.017
P 1.0276 -2.5710 -1.1443 0.780 -1.220 -0.093
C 0.8524 -3.7096 0.2621 -0.206 0.363 0.358
C -0.0749 -3.2496 -2.4378 -0.391 0.677 0.097
H 2.8920 -2.5852 -2.7169 -0.121 -0.241 0.242
H 2.6901 -4.1865 -1.9328 -0.262 0.367 0.156
H 3.4364 -2.8123 -1.0489 -0.105 -0.165 -0.159
C 2.6622 -3.0970 -1.7726 0.425 0.841 -0.048
H 0.0487 -2.6755 -3.3639 0.041 -0.244 0.150
H 0.1723 -4.3049 -2.6208 0.022 0.309 0.176
H 1.0824 -4.7352 -0.0584 -0.085 0.299 0.084
H -0.1614 -3.6679 0.6704 0.063 -0.148 -0.004
H -1.1221 -3.1606 -2.1241 0.162 -0.206 -0.120
H 1.5460 -3.3983 1.0543 -0.096 -0.205 -0.161
Cl 1.8141 0.3730 -3.2451 2.886 -0.688 -0.238
C -2.5715 -1.4581 2.3281 0.127 -0.261 0.359
N -2.5855 -0.5802 1.1328 0.715 0.070 -0.658
C -3.8775 -0.6421 0.4065 -0.622 0.210 -0.391
C -2.0975 0.8272 1.4771 -0.762 0.634 0.201
C -0.8945 0.7615 2.3798 0.273 0.263 -0.349
C -0.8575 1.2167 3.7148 -0.085 -0.478 -0.863
C 0.3042 0.9814 4.4464 0.409 0.160 0.171
C 1.3943 0.2717 3.9341 -0.728 -0.018 -0.035
C 1.3127 -0.2017 2.6282 0.916 0.086 -0.857
C 0.2357 0.1394 1.8101 -0.585 -0.035 0.244
H -3.0692 -0.9241 3.1361 -0.014 -0.189 0.040
H -1.5346 -1.6704 2.5812 -0.139 0.082 0.210
H -3.0740 -2.3893 2.0972 -0.195 -0.028 -0.020
H -1.8744 -0.9485 0.4633 -0.774 -0.031 0.745
H -4.6562 -0.1333 0.9639 0.021 0.080 0.230
H -3.8034 -0.1855 -0.5810 0.199 0.104 0.113
H -4.1646 -1.6813 0.2870 0.056 -0.101 0.009
H -1.8907 1.3399 0.5175 -0.028 -0.237 0.190
H -2.9476 1.3806 1.9021 0.207 -0.335 0.066
H -1.7128 1.7349 4.1728 0.418 -0.298 -0.291
H 0.3810 1.3809 5.4425 -0.083 0.029 0.270
H 2.2941 0.0796 4.5283 -0.474 0.088 -0.185
H 2.1770 -0.7393 2.2377 -0.185 0.086 -0.045

=====

2.
57
Properties=species:S:1:pos:R:3:forces:R:3 method="wB97M-V/def2-TZVPD" smiles="C=CC(=O)O[C@H](CCCCl)CCO[Si](C)(C)C.COC[C@@H](C)N" e_homo_ev=-9.313 energy_ha=-1735.44552
C 2.7969 -4.9792 2.4005 -0.189 -0.829 1.381
C 2.7911 -4.3629 1.2688 0.517 1.089 -2.231
C 3.5928 -3.1222 1.0840 -0.453 -1.620 -0.453
O 3.7387 -2.3680 1.9873 0.545 1.582 1.064
O 4.0671 -2.9696 -0.1629 -0.600 0.293 -0.174
C 4.0045 -1.6542 -0.7463 0.971 0.609 -1.004
C 4.9205 -0.6030 -0.0911 -0.349 0.250 0.382
C 4.2907 0.7538 0.2860 0.738 -0.068 0.782
C 4.7199 1.1396 1.7042 -0.567 -0.012 -0.097
Cl 3.4667 2.1984 2.4564 0.318 0.150 -0.020
C 2.6025 -1.2119 -1.1187 -0.278 -0.651 0.423
C 1.5790 -1.0745 0.0021 -0.394 0.487 -0.287
O 0.6009 -2.1146 -0.0421 0.008 0.177 0.372
Si -0.8931 -1.6731 0.5697 -1.087 -0.444 0.253
C -2.0008 -0.9321 -0.7580 0.506 -0.115 0.092
C -1.7962 -3.2000 1.2212 0.615 0.394 0.039
C -0.7898 -0.4583 2.0015 0.392 0.122 -0.585
H 2.0614 -5.7405 2.5680 0.150 -0.602 0.314
H 3.5178 -4.6920 3.1432 -0.175 0.073 0.554
H 2.2253 -4.6800 0.4126 -0.419 -0.018 -0.138
H 4.4600 -1.8211 -1.7134 0.171 -0.349 -0.235
H 5.7670 -0.4048 -0.7341 0.113 -0.041 -0.422
H 5.3684 -1.0245 0.7937 -0.016 -0.290 0.325
H 3.2113 0.8146 0.2799 -0.156 -0.293 -0.311
H 4.6930 1.5150 -0.3669 -0.282 0.306 -0.391
H 4.7746 0.2777 2.3492 -0.016 -0.279 0.147
H 5.6726 1.6490 1.7055 0.116 0.262 0.167
H 2.6728 -0.2878 -1.6774 0.190 0.291 -0.076
H 2.2163 -1.9406 -1.8234 -0.187 -0.211 -0.093
H 2.0373 -1.0273 0.9822 0.150 -0.149 0.224
H 1.0716 -0.1141 -0.1234 -0.026 0.190 -0.055
H -2.4542 -1.7283 -1.3396 0.004 -0.195 -0.201
H -2.8142 -0.3618 -0.3216 -0.109 0.181 0.159
H -1.4667 -0.2746 -1.4403 0.029 0.136 -0.096
H -2.8400 -3.1810 0.9387 -0.278 -0.019 -0.202
H -1.3460 -4.1288 0.8906 0.020 -0.227 -0.112
H -1.7646 -3.1734 2.3072 0.069 -0.132 0.200
H -1.7399 -0.4073 2.5194 -0.270 -0.166 0.128
H -0.6051 0.5402 1.6139 0.114 0.261 -0.017
H -0.0046 -0.6755 2.7180 0.105 -0.137 0.172
C -3.6064 2.8397 0.3681 0.236 -0.112 -0.037
O -3.7234 2.0639 -0.8111 -0.151 0.103 0.131
C -4.8525 2.3555 -1.6131 -0.104 -0.180 -0.238
C -4.6730 3.5509 -2.5620 0.209 0.135 0.234
C -4.7762 4.9044 -1.8666 -0.131 0.111 -0.030
N -3.4035 3.4875 -3.2920 -0.063 -0.223 0.007
H -4.5840 3.0728 0.7992 -0.020 0.043 -0.039
H -3.0536 3.7627 0.1794 -0.105 0.087 0.068
H -3.0370 2.2555 1.0922 -0.025 -0.046 -0.030
H -5.0100 1.4626 -2.2250 0.072 -0.017 0.021
H -5.7478 2.4719 -0.9884 0.031 0.108 0.039
H -5.4845 3.4995 -3.2940 -0.002 -0.092 0.000
H -3.8812 5.1412 -1.2916 0.022 -0.068 0.010
H -4.9004 5.6968 -2.6047 0.045 -0.028 -0.022
H -5.6352 4.9373 -1.1931 0.019 -0.011 0.014
H -3.3752 2.6289 -3.8355 -0.027 0.082 -0.086
H -2.6616 3.3678 -2.6063 0.003 0.103 -0.019

=====

3.
65
Properties=species:S:1:pos:R:3:forces:R:3 method="wB97M-V/def2-TZVPD" e_homo_ev=-7.785 energy_ha=-1820.93024 e_above_lowest_kcal_mol=0.0
Sr -5.1141 -13.9538 28.4273 -0.997 -0.494 0.906
C -5.7266 -16.1701 30.7457 0.311 -0.898 -2.540
O -6.0673 -14.7703 30.6475 -0.360 1.232 0.991
O -4.8763 -16.4543 29.7201 -0.114 1.074 1.783
C -5.3360 -16.4451 32.2182 0.187 0.023 -0.364
F -4.2418 -15.7854 32.6306 0.291 -0.299 -0.245
F -6.2976 -16.0854 33.0999 -0.383 0.075 -0.173
F -5.1766 -17.7622 32.3806 0.464 -0.116 0.134
C -7.3207 -14.2806 31.1118 -1.866 0.287 -1.130
C -7.4687 -12.8625 30.5273 0.930 0.199 1.375
H -6.8099 -12.2804 31.1847 0.516 0.246 -0.672
H -7.1762 -12.7906 29.4815 -0.140 0.220 -0.021
H -8.3798 -12.2815 30.6755 -0.524 -0.807 -0.175
H -7.5442 -14.2375 32.1796 0.938 -0.149 0.177
H -8.1297 -14.9221 30.7335 0.181 -0.213 -0.233
H -6.6341 -16.7579 30.5424 -0.608 0.086 0.724
C -5.9745 -10.7369 27.0252 -0.521 -2.125 -2.136
O -4.7238 -10.3996 27.5555 0.094 0.914 0.951
O -6.1737 -12.0738 27.1383 -0.360 0.262 1.122
C -7.1498 -9.8361 27.5239 0.771 -0.817 1.596
F -8.0142 -9.5837 26.5437 -0.046 0.282 -0.187
F -7.8695 -10.4005 28.5321 0.232 0.152 -0.315
F -6.6641 -8.6781 28.0215 -0.394 0.236 -0.385
C -3.8090 -9.6774 26.7564 0.573 -0.286 0.761
C -2.7244 -9.1069 27.6504 1.210 0.428 -0.371
H -2.1040 -9.7595 28.2708 -0.670 -0.534 0.083
H -1.9516 -8.6852 26.9925 -0.241 0.256 -0.080
H -3.0833 -8.2885 28.2726 -0.190 -0.116 0.037
H -4.1870 -8.7903 26.2424 -0.677 -0.345 -0.171
H -3.3924 -10.3908 26.0367 0.089 0.216 -0.302
H -5.9967 -10.5264 25.9375 0.393 0.587 -0.045
C -0.6000 -12.8298 27.6138 -0.259 0.423 -0.758
C -2.0884 -13.1788 27.6468 0.081 -0.165 -0.117
C -2.5743 -13.7299 26.3114 1.906 0.028 1.145
O -3.9663 -13.9302 26.3470 1.386 -0.234 -1.704
C -4.4134 -14.4119 25.0986 -1.112 -0.587 -0.936
N -2.4368 -14.1017 28.7226 -0.231 0.600 0.542
H 0.0371 -13.6508 27.2788 -0.162 -0.211 0.151
H -0.2453 -12.4785 28.5809 -0.063 -0.011 0.035
H -0.4622 -12.0279 26.8815 0.178 0.085 0.154
H -2.6740 -12.2664 27.8179 0.135 0.108 0.109
H -2.0097 -14.6618 26.1638 -0.406 -0.246 -0.255
H -2.1673 -13.0226 25.5803 -0.895 -0.004 -0.510
H -5.5035 -14.3871 25.1138 0.033 0.326 -0.041
H -4.1604 -15.4498 24.8433 0.394 -0.076 0.762
H -4.0392 -13.8576 24.2344 -0.054 0.555 0.342
H -1.9100 -14.9692 28.7161 -0.080 -0.030 -0.165
H -2.1744 -13.6117 29.5746 -0.106 -0.430 0.245
C -8.4523 -15.7378 25.4351 -0.834 -0.826 -0.160
C -8.0969 -14.8921 26.6501 0.389 -0.136 -0.216
C -9.2657 -14.4966 27.5666 -0.522 0.590 -1.451
O -10.0578 -15.6283 27.8449 0.302 -0.093 -0.376
C -11.3727 -15.3553 28.2745 -0.155 -0.261 0.017
N -7.0792 -15.6048 27.5016 -1.092 0.083 -0.466
H -7.6683 -15.7397 24.6741 0.152 0.376 0.145
H -9.3688 -15.3824 24.9567 0.060 0.032 -0.012
H -8.5990 -16.8014 25.6530 -0.220 0.145 0.302
H -7.7715 -13.9796 26.1395 0.720 0.303 1.019
H -9.7993 -13.7494 26.9599 -0.494 -0.232 0.015
H -9.0422 -13.9285 28.4732 0.724 -0.311 0.125
H -11.7019 -14.3538 27.9836 0.155 0.087 0.264
H -11.4266 -15.5240 29.3543 -0.243 0.313 -0.035
H -12.0580 -16.0460 27.7748 0.152 -0.119 0.107
H -7.7687 -16.1380 28.0398 0.748 -0.026 0.826
H -6.6731 -16.3832 26.9800 0.322 0.366 -0.200

=====

4.
54
Properties=species:S:1:pos:R:3:forces:R:3 method="wB97M-V/def2-TZVPD" smiles="CCCCCCCCNC(=S)NCC[NH+]1CCCCC1" total_charge=+1 e_homo_ev=-12.075 energy_ha=-1192.32532 e_above_lowest_kcal_mol=5.1
C -6.5696 -2.3649 0.1716 0.217 0.009 0.121
C -5.4839 -1.6204 0.9393 -0.179 0.188 0.008
C -5.2818 -0.1834 0.4549 0.196 -0.395 -0.086
C -4.7448 -0.0997 -0.9756 -0.224 0.308 0.177
C -4.3224 1.3189 -1.3832 0.174 -0.205 -0.196
C -2.8255 1.6281 -1.2889 -0.202 0.203 0.178
C -2.2500 1.7166 0.1305 0.020 -0.200 -0.144
C -1.7498 0.3769 0.6864 -0.166 0.520 0.171
N -0.6389 -0.1611 -0.0765 -0.060 -0.056 -0.064
C 0.6260 0.2551 -0.0734 -0.069 -0.168 0.152
S 1.6841 -0.4245 -1.1886 0.049 -0.243 -0.812
N 1.0346 1.1580 0.8427 -0.716 -0.032 0.048
C 2.2856 1.8810 0.7803 0.431 -0.122 0.000
C 3.4547 1.1197 1.4247 -0.324 0.437 0.258
N 4.0625 0.1642 0.4760 -0.231 -0.127 -0.149
C 4.5847 -1.0584 1.1184 0.059 -0.715 0.128
C 5.0042 -2.0650 0.0540 0.258 0.142 0.043
C 6.0657 -1.4626 -0.8597 -0.223 -0.055 -0.137
C 5.5318 -0.1703 -1.4673 0.184 -0.063 0.196
C 5.1057 0.7890 -0.3636 0.305 0.203 -0.620
H -7.5053 -1.8125 0.2070 -0.145 0.036 -0.029
H -6.7352 -3.3453 0.6112 -0.073 -0.100 -0.032
H -6.2899 -2.5045 -0.8692 -0.043 -0.047 -0.133
H -5.7563 -1.5934 1.9968 0.077 -0.056 0.028
H -4.5422 -2.1715 0.8576 0.066 -0.003 0.071
H -6.2372 0.3427 0.5009 -0.006 0.120 0.053
H -4.6019 0.3249 1.1426 0.001 0.125 0.042
H -5.5324 -0.4338 -1.6510 0.054 -0.111 -0.042
H -3.9067 -0.7894 -1.1051 0.052 -0.130 -0.053
H -4.6074 1.4812 -2.4242 -0.049 0.080 0.023
H -4.8753 2.0449 -0.7845 -0.070 0.092 -0.016
H -2.2658 0.8918 -1.8700 0.067 0.017 -0.113
H -2.6689 2.5958 -1.7701 0.084 -0.058 -0.058
H -1.4166 2.4245 0.1268 -0.001 0.023 0.089
H -3.0089 2.1107 0.8070 0.016 0.074 0.086
H -2.5448 -0.3649 0.6520 0.061 -0.040 0.115
H -1.4499 0.4906 1.7337 -0.078 -0.130 -0.015
H -0.8634 -0.8305 -0.7992 0.199 0.030 0.113
H 0.3426 1.5001 1.4915 0.013 0.053 -0.044
H 2.1485 2.8269 1.3049 0.010 -0.075 -0.037
H 2.5195 2.1004 -0.2671 -0.070 0.086 0.126
H 4.2175 1.8226 1.7657 0.049 -0.098 -0.047
H 3.0818 0.5713 2.2923 0.094 0.006 -0.083
H 3.2412 -0.1382 -0.2068 0.499 0.192 0.490
H 3.7992 -1.4847 1.7452 -0.009 0.164 -0.005
H 5.4355 -0.7898 1.7509 -0.078 0.087 0.029
H 5.3858 -2.9596 0.5444 -0.082 -0.025 0.050
H 4.1314 -2.3504 -0.5360 -0.064 -0.073 0.028
H 6.3193 -2.1680 -1.6489 0.082 -0.022 -0.003
H 6.9738 -1.2577 -0.2899 0.088 -0.007 0.015
H 6.2959 0.3090 -2.0779 -0.056 0.080 -0.035
H 4.6764 -0.3890 -2.1088 -0.017 0.050 -0.084
H 4.7070 1.7080 -0.7955 -0.059 -0.003 0.120
H 5.9596 1.0410 0.2720 -0.112 0.033 0.079